[1]
7 unconnected molecules or ions with the total composition C17H39N4O12P3. Source: the OMol25 dataset; level of theory: wB97M-V/def2-TZVPD.

XYZ file:
```
75
Properties=species:S:1:pos:R:3
P 4.526 -2.867 1.735
H 2.312 1.362 -1.080
C -6.383 0.768 2.654
H -2.863 -0.057 -1.253
O 4.900 -1.308 1.842
C 2.561 3.215 -5.110
H -1.905 1.366 -0.698
O -1.096 -3.780 -2.689
C 2.721 1.955 -4.383
H 1.100 -2.849 2.480
C 3.982 1.582 3.569
H 1.627 -1.173 -2.964
P -5.046 1.549 0.527
H -2.740 -2.690 -3.394
N 5.036 2.864 1.560
H -2.287 -3.377 0.867
H 3.021 4.002 -4.510
O 5.640 -3.712 2.176
H 3.429 -4.246 -1.321
C 1.980 -2.240 2.279
H 4.379 1.919 4.518
N -0.958 4.040 0.122
C 3.488 -4.260 -0.234
H 2.140 -1.795 -1.360
O -5.243 1.467 2.137
O 4.069 -3.013 0.213
C -1.542 3.932 1.109
C 1.431 -1.928 -2.176
H -3.529 -2.174 0.510
N 1.265 1.158 1.837
P -0.728 -3.081 -1.275
H 1.490 3.452 -5.155
H -1.615 4.031 3.151
N 2.851 0.964 -3.829
C -2.916 0.994 -0.869
O -0.110 -3.984 -0.287
H 0.555 0.940 -1.128
H -6.064 -0.040 3.314
H -3.604 -3.813 -0.253
H -5.662 4.943 -0.177
H 2.480 -4.390 0.178
O -4.843 3.157 0.335
H 1.956 -1.321 2.871
H -1.957 -3.828 -4.541
C 1.283 1.389 0.700
H -6.990 1.495 3.216
H 5.968 0.127 0.791
O -6.108 0.915 -0.271
H 1.511 -2.925 -2.640
C 4.617 2.267 2.473
O -3.598 0.938 0.380
H -6.550 3.548 -0.915
C 1.313 1.631 -0.754
C -2.242 3.710 2.340
H 4.108 -5.089 0.076
H -6.696 3.915 0.858
H -3.184 4.270 2.299
C -1.758 -3.105 -3.723
H 3.955 0.493 3.446
O 3.151 -3.008 2.552
H 6.554 -1.534 0.687
H -7.041 0.321 1.890
H -1.133 -2.287 -4.088
O 0.095 -1.803 -1.664
O -2.182 -2.484 -0.989
H 2.930 1.884 3.535
H 1.043 2.672 -0.993
H 6.863 -0.629 2.166
H -2.461 2.653 2.410
H -3.409 1.611 -1.616
H 1.916 -2.018 1.208
C -2.967 -3.003 0.095
H 3.028 3.145 -6.087
C -6.027 3.942 -0.033
C 6.160 -0.777 1.356
```

Calculated values
HOMO energy	-0.3763	hartree
gap between HOMO and LUMO	10.623	eV
SMILES string	COP(=O)(OC)OC.COP(=O)(OC)OC.COP(=O)(OC)OC.CC#N.CC#N.CC#N.CC#N
LUMO	0.38	eV
energy relative to the best compared isomer or geometry (same formula, charge and spin)	0.000	eV
total charge	0

[2]
A molecular structure, C17H39O2P3Pb. Source: the OMol25 dataset; level of theory: wB97M-V/def2-TZVPD.

XYZ file:
```
62
Properties=species:S:1:pos:R:3
C 3.361 -0.075 3.294
H 3.635 0.664 0.274
C 0.103 3.261 -0.849
Pb -0.562 0.327 1.509
H 1.132 0.499 5.331
H -1.659 -3.206 1.874
C 2.668 2.565 2.563
C -2.313 -1.002 -4.412
H 0.919 3.574 -0.171
H -3.178 -4.610 -5.517
C -1.374 -2.017 -4.208
H 1.478 -1.118 -2.502
H -2.102 1.176 -1.798
O -2.078 0.128 -3.665
H 3.059 2.479 1.542
C -0.600 -3.486 1.721
O -1.598 0.581 4.196
H 1.919 3.367 2.600
P 1.881 0.989 3.069
H -4.621 -2.712 -6.245
C -1.935 3.529 1.283
C 1.561 1.373 4.830
H -1.060 -4.143 -4.259
H 1.350 -3.701 2.589
H 3.186 -2.004 0.819
C 2.366 -2.127 0.093
H 1.635 -2.855 0.486
H -0.442 -1.787 -3.723
H -2.920 2.741 -1.475
H 2.527 1.630 -0.794
C -2.904 -3.584 -5.256
C -1.722 -3.333 -4.554
P -1.159 2.392 0.103
H 0.491 2.599 -1.641
C 0.303 -3.372 2.708
C -2.487 1.840 -1.010
H -1.937 -0.080 4.819
H -3.276 1.305 -0.459
H 4.104 0.430 3.926
H -2.052 1.397 4.474
H 3.448 0.225 -1.472
H -0.412 4.142 -1.283
C 0.725 -0.773 -1.774
H -4.080 -0.357 -5.540
H -2.360 4.361 0.702
H 3.494 2.807 3.250
H -0.364 -3.885 0.716
H 2.784 -2.473 -0.864
H -1.182 3.919 1.984
C -3.728 -2.501 -5.640
H 3.065 -1.012 3.779
H 2.492 1.654 5.342
H -2.731 3.034 1.863
H -0.009 -2.985 3.685
H 0.266 0.159 -2.131
H -0.046 -1.552 -1.647
C -3.436 -1.192 -5.236
H 0.851 2.201 4.918
H 3.822 -0.309 2.331
C 2.936 0.624 -0.577
P 1.552 -0.505 -0.172
H -2.787 0.783 -3.797
```

Calculated values
HOMO energy (alpha / beta)	-0.7498 / -0.7609	hartree
gap between HOMO and LUMO (alpha / beta)	4.559 / 6.639	eV
LUMO (alpha / beta)	-15.84 / -14.07	eV
energy relative to the best compared isomer or geometry (same formula, charge and spin)	0.000	eV
total charge	+4

[3]
A molecular structure, C17H39OP3RuS. Source: the OMol25 dataset; level of theory: wB97M-V/def2-TZVPD.

XYZ file:
```
62
Properties=species:S:1:pos:R:3
H -3.303 -0.047 1.797
O -0.823 -0.827 3.662
H 1.732 3.466 1.786
C 1.822 -0.104 -1.391
C -0.358 -1.865 0.724
H 1.222 0.884 4.901
H 1.366 2.795 -1.928
C -3.136 0.875 1.229
H -0.641 1.318 -2.623
H 1.838 -1.789 0.562
C -1.641 -2.753 -5.420
C 2.016 0.513 4.237
P -1.635 1.681 1.880
H -1.468 0.159 -1.533
C 1.754 2.947 2.756
H -0.698 -0.407 4.533
H 2.324 2.718 -0.417
H -1.162 2.217 4.216
H 2.979 0.892 4.605
C 0.415 -3.823 -4.662
H -2.808 -3.887 -6.857
H -0.990 -1.765 3.853
P 0.601 0.968 -0.551
H 3.565 -0.272 1.727
C 1.318 2.630 -0.842
C 0.113 -4.943 -5.440
H -1.343 -5.882 -6.748
C -1.707 3.396 1.251
H 0.679 3.400 -0.397
H -0.504 -1.920 -0.360
H -2.774 2.784 3.734
H -2.627 3.863 1.625
C -0.910 1.100 -1.580
S -0.254 -1.412 -3.524
C -1.080 -4.986 -6.176
C -1.928 -3.870 -6.205
H 2.745 -0.131 -0.803
H -4.002 1.539 1.343
H 0.801 -5.789 -5.499
H -2.501 1.044 4.051
Ru 0.000 0.197 1.413
C 3.405 0.812 1.789
H 1.348 -3.761 -4.113
P 1.757 1.124 2.528
H -1.181 -2.306 1.309
H -1.594 1.870 -1.202
H -0.849 3.958 1.637
H 1.456 -1.135 -1.453
H 2.035 0.256 -2.408
H 1.232 -2.160 2.253
C -2.056 1.955 3.637
C 0.992 -1.784 1.252
H 2.676 3.217 3.290
H 4.159 1.235 2.467
H -1.703 3.426 0.158
H -2.283 -1.873 -5.439
H 2.044 -0.586 4.235
H 3.509 1.269 0.794
H -3.017 0.620 0.171
H 0.896 3.247 3.372
H -1.323 -1.543 -2.622
C -0.502 -2.754 -4.587
```

Calculated values
<S²>	6.03
HOMO energy (alpha / beta)	-0.6731 / -0.7505	hartree
gap between HOMO and LUMO (alpha / beta)	5.261 / 3.197	eV
spin multiplicity	5
LUMO (alpha / beta)	-13.05 / -17.22	eV
energy relative to the best compared isomer or geometry (same formula, charge and spin)	1.138	eV
total charge	+4

[4]
A molecular structure, C17H3F4MgN6O7S2. Source: the OMol25 dataset; level of theory: wB97M-V/def2-TZVPD.

XYZ file:
```
40
Properties=species:S:1:pos:R:3
N 1.734 -0.580 -0.093
S -1.241 1.169 -2.515
C 1.655 -1.096 2.277
C 4.945 -0.175 1.742
C -3.248 3.335 7.388
O -3.474 -0.533 -1.917
O 6.016 0.146 1.283
C -3.860 2.131 7.829
F -1.380 1.338 3.437
F -2.772 1.150 5.637
C 2.413 -0.675 1.042
N -4.401 1.201 8.245
C 0.008 2.630 1.714
F -2.037 5.749 6.506
N 0.193 1.715 1.029
O -2.217 0.560 -0.046
O 2.278 -1.179 3.340
N 0.909 5.861 1.570
C -0.928 3.648 3.750
Mg -0.365 -0.367 0.548
C -2.254 2.340 5.333
O 0.411 -1.295 2.107
S -2.230 -0.202 -1.311
H 4.633 0.480 -1.060
F -0.645 5.940 4.318
H 3.840 -0.824 3.191
C -1.887 4.646 5.769
O 4.792 -0.554 2.993
C 3.750 -0.254 0.851
C -2.486 3.436 6.207
O -1.280 -1.318 -1.092
N 2.586 -0.100 -0.996
H 2.266 0.070 -1.934
C -1.525 2.442 4.187
C -1.159 4.745 4.622
C -3.491 4.429 8.263
C 0.419 4.935 2.053
C -0.177 3.743 2.549
C 3.806 0.104 -0.480
N -3.740 5.265 9.018
```

Calculated values
HOMO energy (alpha / beta)	-0.2244 / -0.1994	hartree
gap between HOMO and LUMO (alpha / beta)	5.794 / 4.082	eV
LUMO (alpha / beta)	-0.31 / -1.34	eV
total charge	-1

[5]
A molecular structure, C17H40As3CsN2O4. Source: the OMol25 dataset; level of theory: wB97M-V/def2-TZVPD.

XYZ file:
```
67
Properties=species:S:1:pos:R:3
C -3.481 -0.097 -0.852
O 3.867 -5.664 0.215
H 3.164 3.447 0.325
C 1.168 0.948 1.055
H 3.482 1.994 -2.172
C -1.406 -1.223 -2.636
H -1.317 0.346 1.982
O 3.063 -5.112 -1.817
C -2.146 -2.544 0.087
C 2.521 1.570 -1.862
As 2.826 0.829 -0.056
C 0.078 3.106 0.459
H -1.193 3.298 -2.544
H -0.068 -3.875 1.506
C -1.138 1.409 1.804
H 4.698 2.554 0.249
C 3.673 2.531 0.624
H -0.577 6.067 1.345
H -2.109 1.882 1.623
C 3.768 -4.962 -0.799
H 0.525 5.905 -0.042
O 1.237 -0.827 -1.180
H -3.227 -2.448 -0.113
H -4.151 -0.877 -1.212
C -2.028 -2.956 1.554
H 3.415 -2.052 -1.252
H 0.116 4.453 -2.231
H 0.970 -0.099 1.281
H 0.916 3.298 -0.216
H -0.720 1.832 2.725
C -2.802 -2.040 2.522
C -2.683 -4.355 1.661
H -1.858 -0.378 -3.159
Cs 1.346 -3.313 -1.244
H 5.044 -2.001 -1.515
H -2.181 -5.054 0.992
H -3.526 0.769 -1.521
H 0.354 3.541 1.432
H 3.705 2.475 1.713
C -0.794 1.034 -0.634
H -0.018 -2.186 1.953
C -0.521 5.928 0.265
As -1.548 -0.896 -0.698
H -2.819 -2.440 3.544
H -1.531 5.045 -2.597
N 4.489 -3.696 -0.691
H -3.786 0.200 0.154
H -3.834 -1.934 2.179
N 4.226 -2.596 -1.563
H 4.564 -3.441 0.288
H -2.637 -4.746 2.683
H -0.347 -1.319 -2.895
H -1.031 6.759 -0.224
H -1.947 -2.149 -2.841
As -1.410 4.225 -0.190
C -0.175 1.604 0.640
H 1.765 2.354 -1.882
H -1.610 1.685 -0.974
H -0.030 0.951 -1.406
C -0.950 4.263 -2.105
H 2.217 0.758 -2.516
H -3.733 -4.302 1.367
O 0.207 -1.400 -0.316
C -0.602 -3.100 2.063
H -0.598 -3.394 3.117
H -2.381 -1.034 2.577
H 1.509 1.453 1.971
```

Calculated values
HOMO energy	-0.0195	hartree
gap between HOMO and LUMO	4.675	eV
LUMO	4.15	eV
energy relative to the best compared isomer or geometry (same formula, charge and spin)	1.423	eV
total charge	-2

[6]
A molecular structure, C17H40BaO21S5. Source: the OMol25 dataset; level of theory: wB97M-V/def2-TZVPD.

XYZ file:
```
84
Properties=species:S:1:pos:R:3
C -9.011 -0.630 -2.960
O -3.485 -5.388 -5.363
H 4.429 -2.898 7.734
C -9.248 -0.864 -1.415
H -0.791 -5.476 5.907
H -0.145 0.754 -7.495
H 4.038 6.174 3.489
Ba -1.356 -3.195 -1.416
C -0.619 5.595 1.216
H -10.137 -0.301 -1.130
O 1.845 -3.383 6.934
H -0.701 2.032 -8.661
H -1.829 0.778 -8.022
H -8.959 -1.605 1.825
C 6.162 -0.001 1.397
O -0.164 2.891 1.007
O -1.471 -5.438 -6.163
O 0.752 -7.757 -1.310
H 1.993 -1.959 8.370
O -1.870 1.660 -5.276
H -8.088 -1.129 -3.256
O -0.120 3.959 3.398
C 7.802 1.770 -1.308
H 0.014 6.024 0.440
H -8.438 -0.570 -0.747
C 1.291 5.178 -6.089
O 6.605 1.519 -0.703
H 1.127 5.299 -5.019
S -1.576 2.491 -6.446
H 0.905 -5.729 6.580
H 4.057 4.510 2.738
C 9.004 1.779 -0.326
S 0.265 -3.369 6.465
C 2.227 -3.015 8.235
S -8.373 -3.013 0.027
C -0.211 -8.408 -0.839
H 2.397 6.329 1.435
C 3.768 -3.235 8.532
H 5.862 -0.974 1.786
H 2.970 4.737 3.969
S 0.132 3.994 1.929
H 7.670 2.752 -1.764
H 9.936 1.664 -0.879
C -0.962 1.403 -7.810
H 1.476 6.217 -6.363
O -8.628 -4.459 -0.041
H 1.569 -3.459 8.981
H -0.629 6.277 2.066
C 3.457 5.307 3.177
H -8.874 0.425 -3.195
H 3.942 -4.285 8.767
H -9.789 -1.023 -3.614
O 0.242 -2.996 5.062
H 8.839 0.879 0.266
C -9.439 -2.477 1.381
H 0.102 4.371 -7.873
H -9.417 -3.320 2.071
H -1.525 5.283 0.696
C -2.684 -5.808 -6.223
C 2.207 5.718 2.318
O -0.411 -2.625 7.499
H 9.017 2.657 0.321
H 2.194 4.646 -6.389
H 5.269 0.609 1.533
O -9.377 -2.292 -1.134
O -6.956 -2.473 -0.009
C 0.079 4.536 -6.795
O -2.834 -6.900 -6.752
H 1.530 6.356 2.885
O 7.229 -0.921 -0.896
H 4.108 -2.782 9.463
O -1.126 -7.895 -0.271
O 4.790 -0.285 -0.797
S 6.190 -0.066 -0.375
H 8.053 1.223 -2.217
C -0.047 -5.204 6.655
O -2.520 3.465 -6.952
O -0.189 3.342 -6.062
H -10.445 -2.240 1.034
O 1.695 4.505 1.708
H 7.080 0.531 1.648
H -0.870 5.072 -6.797
H -0.540 -5.382 7.611
O -0.463 -9.483 -1.403
```

Calculated values
HOMO energy	0.0169	hartree
gap between HOMO and LUMO	2.196	eV
LUMO	2.66	eV
energy relative to the best compared isomer or geometry (same formula, charge and spin)	14.435	eV
total charge	-2

[7]
A molecular structure, C17H40F3O17S2V. Source: the OMol25 dataset; level of theory: wB97M-V/def2-TZVPD.

XYZ file:
```
80
Properties=species:S:1:pos:R:3
O -13.979 14.501 19.704
H -14.205 14.789 14.420
H -13.826 17.837 14.304
O -11.541 20.850 24.575
O -15.753 15.951 13.659
H -6.708 15.849 20.331
H -15.596 18.072 24.138
O -13.780 17.749 23.155
H -14.261 21.509 21.061
H -13.303 14.930 17.475
S -11.258 20.772 23.155
O -12.386 18.848 19.727
H -12.860 17.863 16.857
O -14.092 16.788 20.519
O -12.072 19.799 22.433
C -5.875 16.527 20.542
C -6.855 18.207 19.275
H -12.594 14.445 15.986
H -9.948 20.818 20.231
H -7.297 20.007 18.155
O -10.854 15.040 18.732
H -12.591 16.124 23.560
O -15.720 15.200 21.244
H -14.075 16.217 24.566
H -8.805 15.323 18.640
C -13.642 16.396 23.576
C -11.138 15.151 17.367
H -16.406 13.979 13.745
H -14.298 18.846 16.481
H -14.837 20.301 23.175
O -14.432 16.840 15.984
H -15.859 14.528 12.164
H -7.836 17.734 19.165
S -14.896 15.578 20.079
H -9.639 15.471 20.213
C -13.959 17.857 16.829
H -15.801 20.942 20.473
O -9.863 20.812 22.786
C -15.139 18.111 23.144
H -5.547 16.335 21.566
H -13.981 12.551 16.386
C -13.596 12.456 17.410
H -9.189 21.121 18.677
C -9.699 15.714 19.156
C -9.240 20.411 19.519
V -12.722 18.193 21.128
H -12.724 16.576 14.850
O -7.983 20.184 20.108
C -14.751 20.649 20.585
O -15.719 16.024 18.953
C -11.896 22.404 22.507
O -11.459 17.312 21.522
H -10.297 14.749 16.777
C -14.389 15.736 13.895
O -14.576 19.463 21.309
H -9.697 19.500 19.111
H -14.306 20.550 19.598
H -14.330 12.854 18.121
C -12.414 14.415 17.085
H -9.813 16.782 18.947
F -11.812 22.446 21.173
C -15.263 19.505 22.553
H -15.692 17.460 22.453
C -13.796 16.828 14.747
H -16.325 19.718 22.392
H -6.065 20.191 19.321
H -14.300 17.726 17.854
F -13.191 22.580 22.837
O -12.363 13.103 17.576
H -11.320 16.211 17.128
C -7.046 19.712 19.184
F -11.215 23.430 23.009
H -13.439 11.411 17.686
H -13.833 15.674 12.945
H -5.043 16.271 19.872
H -17.406 15.097 12.811
C -16.380 14.853 13.081
H -14.156 15.728 22.872
H -6.253 17.908 18.400
O -6.229 17.884 20.490
```

Calculated values
HOMO energy	-0.0805	hartree
gap between HOMO and LUMO	6.542	eV
LUMO	4.35	eV
total charge	-2

What strongest force on any atom values result from the calculations? In sequence: 2.88; 3.13; 2.81; 0.56; 2.97; 6.63; 2.90 eV Å⁻¹.
What E values result from the calculations? In sequence: -76664.25073; -55427.98965; -61548.22449; -78939.93151; -212505.16297; -116129.85413; -108595.60390 eV.